Computed, not measured: a structure of composition C28H43AsLaN6O6PS2, with wB97M-V/def2-TZVPD.

Computed properties:
HOMO: -0.282 Ha
Total energy: -5278.01257 Ha

Cartesian coordinates (Å):
La: 0.349 -0.643 0.108
O: 4.800 -0.825 0.521
As: 3.075 -1.101 0.846
O: 2.423 0.363 1.246
O: 2.412 -1.566 -0.603
C: 3.275 -2.366 2.297
C: 4.549 -2.614 2.788
C: 4.708 -3.469 3.871
C: 3.605 -4.067 4.463
C: 2.330 -3.821 3.974
C: 2.175 -2.973 2.894
S: 0.554 -2.641 2.248
O: 0.584 -3.025 0.826
O: -0.383 -3.414 3.029
O: 0.377 -1.181 2.346
H: 4.831 -0.222 -0.234
H: 5.398 -2.137 2.321
H: 5.701 -3.662 4.254
H: 3.735 -4.728 5.310
H: 1.450 -4.270 4.415
N: -1.813 -3.503 -1.211
C: -2.051 -3.262 0.089
S: -2.307 -1.675 0.632
N: -2.189 -4.289 0.931
C: -2.184 -5.660 0.581
C: -3.037 -6.143 -0.409
C: -3.059 -7.499 -0.696
C: -2.242 -8.377 0.000
C: -1.395 -7.893 0.987
C: -1.362 -6.539 1.279
H: -1.691 -2.708 -1.812
H: -1.422 -4.390 -1.494
H: -1.960 -4.062 1.893
H: -3.688 -5.456 -0.934
H: -3.735 -7.872 -1.455
H: -2.270 -9.436 -0.221
H: -0.753 -8.574 1.531
H: -0.705 -6.145 2.044
N: -0.488 0.672 -1.409
P: -0.443 2.202 -1.209
N: -0.804 2.836 0.328
C: -1.607 4.016 0.638
C: -2.419 3.751 1.902
C: -1.471 3.640 3.110
C: -0.098 3.104 2.672
C: -0.252 2.145 1.500
N: 1.029 2.895 -1.668
C: 2.138 1.990 -2.015
C: 3.398 2.802 -2.283
C: 3.847 3.527 -1.003
C: 2.628 4.038 -0.208
C: 1.436 4.197 -1.146
N: -1.544 3.120 -2.137
C: -2.939 2.652 -1.979
C: -3.314 1.622 -3.044
C: -3.267 2.261 -4.441
C: -2.351 3.493 -4.452
C: -1.139 3.310 -3.546
H: -2.242 4.247 -0.211
H: -0.970 4.896 0.816
H: -2.968 2.816 1.766
H: -3.152 4.545 2.057
H: -1.907 2.978 3.861
H: -1.339 4.620 3.572
H: 0.402 2.592 3.495
H: 0.551 3.925 2.361
H: -0.900 1.308 1.827
H: 0.742 1.754 1.253
H: 1.857 1.398 -2.888
H: 2.356 1.280 -1.205
H: 3.191 3.525 -3.074
H: 4.189 2.145 -2.649
H: 4.502 4.359 -1.272
H: 4.424 2.842 -0.377
H: 2.857 4.979 0.297
H: 2.364 3.306 0.560
H: 1.709 4.864 -1.973
H: 0.584 4.650 -0.646
H: -3.618 3.511 -2.025
H: -3.040 2.201 -0.989
H: -4.299 1.198 -2.839
H: -2.580 0.823 -2.957
H: -4.270 2.557 -4.759
H: -2.908 1.527 -5.166
H: -2.904 4.376 -4.123
H: -2.003 3.694 -5.466
H: -0.504 4.197 -3.606
H: -0.546 2.459 -3.907